22
Properties=species:S:1:pos:R:3:forces:R:3 method="wB97M-V/def2-TZVPD" total_charge=+1 e_above_lowest_kj_mol=69.38 gap_ev=11.08 homo_energy_ha=-0.51035 lumo_ev=-2.810 total_energy_ev=-11433.8655
H 2.033 1.064 1.643 0.1 -1.0 0.1
H -1.808 -5.018 2.631 0.0 -0.1 0.1
H -1.966 1.143 -2.676 0.6 0.4 -0.8
H -1.950 -5.118 1.119 0.1 -0.1 0.1
H -1.062 2.248 -0.489 -0.4 0.1 0.2
H 0.813 0.497 -1.476 -1.1 -0.4 0.0
H 0.362 2.222 0.406 -0.1 -0.1 -0.2
H 0.884 -2.652 1.899 -0.1 -0.2 0.2
H 0.069 -2.331 3.156 0.0 -0.1 0.0
H 0.175 3.334 -2.344 0.0 -0.1 0.0
H -0.232 3.728 -0.133 -0.3 -0.4 0.3
O 1.514 0.799 0.880 -0.5 1.1 -0.9
O 0.607 -1.930 2.470 0.2 0.3 -0.3
H -1.376 -0.069 -1.756 -0.6 0.6 0.0
O -1.295 -5.131 1.827 0.0 0.2 -0.1
H 1.437 -0.144 0.707 0.3 0.0 1.0
N -0.164 2.727 -0.330 1.1 0.5 -0.8
N -1.267 0.923 -1.988 0.3 -2.1 1.5
H 0.664 1.001 -3.107 -0.8 -0.2 0.1
C 0.528 2.544 -1.681 0.9 -0.9 0.7
H 1.646 2.558 -1.551 -1.2 0.5 0.0
C 0.159 1.104 -2.123 1.6 2.1 -1.2

***

22
Properties=species:S:1:pos:R:3:forces:R:3 method="wB97M-V/def2-TZVPD" total_charge=0 e_above_lowest_kj_mol=42.54 gap_ev=9.62 smiles=CCN.O.O.O.O homo_energy_ha=-0.33800 lumo_ev=0.428 total_energy_ev=-11997.7114
H 0.995 1.059 1.224 0.3 -0.4 -0.2
H -2.366 -1.168 0.573 0.0 0.0 0.3
H -1.301 0.807 1.459 -0.2 0.2 -0.7
O 1.771 -2.050 -1.352 -1.2 0.0 0.0
C -0.659 -0.061 1.364 1.0 -0.6 0.4
H -0.440 -0.264 2.426 0.0 -0.3 -0.2
H 0.270 2.229 3.687 -0.1 -0.2 -0.1
N 0.592 0.309 0.667 -0.4 0.9 0.2
H -1.005 1.872 -1.364 -0.2 0.0 0.2
O -0.074 -0.801 -3.202 0.5 -1.0 0.0
H 1.039 -1.922 -2.001 0.6 0.0 0.4
H 1.239 -0.462 0.569 0.0 -0.2 0.1
C -1.284 -1.273 0.692 -0.8 -0.2 -0.4
O -0.202 1.526 -1.749 0.3 0.2 -0.8
H -1.101 -2.215 1.206 0.1 0.1 0.2
H 2.555 -2.055 -1.883 0.6 0.0 -0.4
O 0.402 2.378 2.742 0.1 0.3 0.5
H -0.781 -0.743 -3.851 0.1 0.4 0.4
H -0.043 -0.037 -2.601 -0.7 0.4 -0.5
H -0.933 -1.432 -0.329 0.3 0.3 0.0
H 1.001 3.130 2.736 0.0 0.1 -0.2
H 0.327 1.172 -1.013 -0.2 -0.2 0.8

***

22
Properties=species:S:1:pos:R:3:forces:R:3 method="wB97M-V/def2-TZVPD" total_charge=0 e_above_lowest_kj_mol=206.25 gap_ev=10.43 smiles=CCN.O.O.O.O homo_energy_ha=-0.36831 lumo_ev=0.405 total_energy_ev=-11996.0146
H 2.495 0.581 -0.517 -0.8 0.4 1.8
O 2.125 0.780 0.400 -1.0 0.7 -2.2
H -0.811 0.503 -2.000 0.6 0.3 0.1
H -1.244 -0.842 0.592 -2.2 0.4 1.3
H -3.058 0.775 -0.409 0.5 2.1 1.1
O 2.647 4.148 5.090 0.9 -1.5 -0.6
C 0.413 -2.547 -1.671 0.3 0.2 -0.8
C -0.787 -2.231 -0.858 0.7 2.2 1.5
H 1.950 4.757 5.268 -1.0 0.4 0.0
H -0.744 -3.146 -0.320 -1.6 -0.5 1.8
H 2.285 3.353 4.639 0.1 1.1 0.5
H -3.445 0.754 0.935 -1.0 -0.8 2.1
H 0.218 -1.063 0.496 1.1 0.2 -0.1
H -1.706 -2.030 -1.406 0.1 -0.8 -0.3
H 1.372 -2.616 -1.099 -0.9 0.2 -0.3
H 0.150 -3.545 -2.042 0.7 0.3 -0.8
H 0.456 -1.758 -2.404 0.8 -0.2 -0.9
H 0.242 1.110 -3.027 -1.1 0.2 1.9
N -0.571 -0.911 -0.106 0.8 -2.2 -1.4
O -3.045 1.402 0.398 0.4 -1.3 -3.2
H 1.264 1.270 0.175 1.8 -1.1 0.3
O -0.207 1.256 -2.130 0.8 -0.3 -2.0

***

22
Properties=species:S:1:pos:R:3:forces:R:3 method="wB97M-V/def2-TZVPD" total_charge=0 e_above_lowest_kj_mol=52.68 gap_ev=10.27 smiles=CCN.O.O.O.O homo_energy_ha=-0.35426 lumo_ev=0.632 total_energy_ev=-11997.6062
O 0.595 2.437 -0.285 0.0 0.3 0.1
H 0.663 -3.138 2.149 0.1 0.1 -0.1
H 0.522 2.467 -1.253 -0.2 0.1 0.5
H -0.597 0.244 0.188 0.0 0.0 -0.5
H -0.707 -1.107 1.942 -0.1 0.3 0.1
O -2.107 2.061 -1.479 0.1 0.4 0.4
C 0.108 -1.266 1.248 1.0 -1.4 -0.1
C 0.331 -2.785 1.165 -0.6 0.4 1.1
H -0.068 3.058 0.060 0.1 -0.3 -0.5
H -2.710 2.422 -2.133 0.1 -0.3 -0.1
H 1.095 -3.070 0.457 0.0 -0.1 -0.4
H -0.632 -3.279 1.033 0.2 -0.2 -0.6
H 2.828 1.773 1.931 0.0 -0.1 0.1
H -0.603 -0.907 -1.893 -0.4 -0.4 -0.2
O 1.936 1.575 2.234 0.0 0.2 -0.1
H -1.825 1.181 -1.756 -0.1 -0.1 -0.5
H 1.035 -0.863 1.670 -0.3 0.5 0.0
H 0.601 -0.492 -0.586 0.3 0.1 0.3
N -0.238 -0.679 -0.050 -0.3 0.4 0.5
H -0.923 -1.160 -3.448 0.0 -0.1 0.4
H 1.388 2.039 1.585 0.1 -0.2 -0.1
O -0.690 -0.508 -2.779 0.0 0.6 -0.2

***

Copy entry 2 word for word.
22
Properties=species:S:1:pos:R:3:forces:R:3 method="wB97M-V/def2-TZVPD" total_charge=0 e_above_lowest_kj_mol=42.54 gap_ev=9.62 smiles=CCN.O.O.O.O homo_energy_ha=-0.33800 lumo_ev=0.428 total_energy_ev=-11997.7114
H 0.995 1.059 1.224 0.3 -0.4 -0.2
H -2.366 -1.168 0.573 0.0 0.0 0.3
H -1.301 0.807 1.459 -0.2 0.2 -0.7
O 1.771 -2.050 -1.352 -1.2 0.0 0.0
C -0.659 -0.061 1.364 1.0 -0.6 0.4
H -0.440 -0.264 2.426 0.0 -0.3 -0.2
H 0.270 2.229 3.687 -0.1 -0.2 -0.1
N 0.592 0.309 0.667 -0.4 0.9 0.2
H -1.005 1.872 -1.364 -0.2 0.0 0.2
O -0.074 -0.801 -3.202 0.5 -1.0 0.0
H 1.039 -1.922 -2.001 0.6 0.0 0.4
H 1.239 -0.462 0.569 0.0 -0.2 0.1
C -1.284 -1.273 0.692 -0.8 -0.2 -0.4
O -0.202 1.526 -1.749 0.3 0.2 -0.8
H -1.101 -2.215 1.206 0.1 0.1 0.2
H 2.555 -2.055 -1.883 0.6 0.0 -0.4
O 0.402 2.378 2.742 0.1 0.3 0.5
H -0.781 -0.743 -3.851 0.1 0.4 0.4
H -0.043 -0.037 -2.601 -0.7 0.4 -0.5
H -0.933 -1.432 -0.329 0.3 0.3 0.0
H 1.001 3.130 2.736 0.0 0.1 -0.2
H 0.327 1.172 -1.013 -0.2 -0.2 0.8